{"formula": "C12H14O4", "method": "the ωB97M-V functional and the def2-TZVPD basis", "elements": ["O", "C", "O", "C", "C", "C", "C", "O", "O", "C", "C", "C", "C", "C", "C", "C", "H", "H", "H", "H", "H", "H", "H", "H", "H", "H", "H", "H", "H", "H"], "coordinates": [[-1.440, 1.314, 4.044], [-0.193, 0.983, 3.644], [0.178, -0.397, 3.188], [0.022, -0.368, 1.696], [-1.142, -1.475, 1.227], [-2.147, -0.852, 0.063], [-3.684, -1.503, 0.158], [-4.629, -0.808, 0.848], [-4.070, -2.787, -0.449], [1.430, -0.658, 0.908], [1.655, 0.215, -0.462], [0.598, 1.345, -1.060], [0.898, 2.242, -2.437], [2.286, 2.036, -3.292], [3.343, 0.884, -2.761], [3.038, -0.003, -1.376], [0.586, 1.886, 3.623], [-0.458, 0.687, 1.463], [-0.681, -2.456, 0.783], [-1.833, -1.749, 2.143], [-1.735, -1.133, -1.012], [-2.292, 0.314, 0.193], [-3.923, -2.796, -1.444], [2.305, -0.357, 1.662], [1.578, -1.826, 0.729], [-0.424, 1.567, -0.531], [0.106, 3.047, -2.789], [2.438, 2.714, -4.240], [4.318, 0.734, -3.420], [3.874, -0.799, -1.099]], "atomic_forces_ev_per_a": [[8.431, -2.743, -2.690], [-6.294, 1.267, 1.730], [-0.822, 3.652, -0.583], [-1.310, -0.255, -1.290], [-0.849, 0.108, 0.104], [-0.596, -0.772, -0.540], [-4.567, 3.472, 2.981], [6.285, -4.963, -4.527], [1.172, 2.961, -0.001], [0.884, 0.546, 0.607], [0.761, 2.192, -4.047], [3.019, -0.399, -1.883], [2.988, -2.746, 1.205], [-1.609, -2.377, 4.030], [-3.418, 1.009, 1.720], [-2.002, 2.607, -1.644], [-1.190, -2.459, -0.117], [1.315, -2.118, 0.072], [-0.701, 1.920, 1.059], [1.657, 0.650, -1.712], [-0.756, 0.849, 2.223], [0.181, -2.596, -0.310], [0.135, 0.295, 1.820], [-1.859, -0.538, -1.656], [-0.494, 2.610, 0.157], [2.303, -0.553, -1.075], [1.831, -1.944, 0.909], [-0.098, -1.691, 2.102], [-2.258, 0.147, 1.824], [-2.138, 1.869, -0.469]], "lowdin_charge": [-0.0354, -0.1224, -0.1228, -0.2828, -0.0999, -0.1030, -0.2658, -0.0338, -0.0164, -0.1269, -0.1242, -0.0260, -0.0654, -0.0831, -0.0692, -0.0273, 0.1754, 0.1247, 0.1207, 0.1408, 0.1257, 0.1215, 0.1258, 0.1358, 0.1329, 0.0618, 0.0847, 0.0818, 0.0837, 0.0892], "molar_mass_da": 222.24, "energy_ha": -766.13254, "orbital_gap_ev": 8.708, "max_force_ev_per_a": 9.26, "relative_energy_ev": 13.5756}